Here is a 2-piece molecular cluster, C3H4NP overall from the OMol25 dataset. Energies are from ωB97M-V/def2-TZVPD.

lowest unoccupied orbital energy (alpha / beta)	-2.29 / -2.27	eV
charge	0
highest occupied orbital energy (alpha / beta)	-9.15 / -9.13	eV
energy above the lowest of the compared OMol25 structures with the same formula, charge and spin	2.6290	eV
multiplicity	1
molecular weight	85.05	g/mol
orbital gap (alpha / beta)	6.86 / 6.86	eV

Geometry (Å):
C (-0.478, -0.206, -2.385)
C (-0.373, 0.268, 1.227)
C (0.917, 0.080, 1.015)
N (-0.001, 0.612, -3.043)
P (-1.021, -1.560, -1.395)
H (-0.779, -0.156, 2.189)
H (-1.069, 0.712, 0.486)
H (1.281, 0.468, 0.041)
H (1.524, -0.219, 1.864)

Atomic partial charges in e from the Löwdin method, atoms 1 to 5:
1 C -0.7481
2 C -0.1597
3 C -0.1119
4 N 0.0610
5 P 0.7540

***

Here is a 2-piece molecular cluster, C5H14 overall from the OMol25 dataset. Energies are from ωB97M-V/def2-TZVPD.

lowest unoccupied orbital energy	1.11	eV
charge	0
highest occupied orbital energy	-11.43	eV
energy above the lowest of the compared OMol25 structures with the same formula, charge and spin	0.2320	eV
multiplicity	1
molecular weight	74.17	g/mol
orbital gap	12.54	eV

Geometry (Å):
C (-1.975, -1.138, 1.767)
C (-1.083, -0.898, 0.525)
C (-0.940, -2.148, -0.357)
H (-2.948, -0.666, 1.631)
H (-1.545, -0.720, 2.681)
H (-2.165, -2.192, 1.958)
H (-1.610, -0.148, -0.070)
H (-0.111, -0.494, 0.783)
H (-1.801, -2.220, -1.013)
H (-0.023, -2.102, -0.961)
H (-0.813, -3.052, 0.238)
C (1.148, 1.789, -1.061)
C (2.597, 2.124, -0.722)
H (0.509, 1.783, -0.174)
H (0.738, 2.558, -1.724)
H (1.095, 0.844, -1.597)
H (2.676, 3.096, -0.219)
H (3.046, 1.389, -0.059)
H (3.202, 2.194, -1.624)

Atomic partial charges in e from the Löwdin method, atoms 1 to 5:
1 C -0.1170
2 C -0.3124
3 C -0.1232
4 H 0.0620
5 H 0.0639

***

Here is a 2-piece molecular cluster, C3H12N2S overall from the OMol25 dataset. Energies are from ωB97M-V/def2-TZVPD.

lowest unoccupied orbital energy	0.84	eV
charge	0
highest occupied orbital energy	-8.78	eV
energy above the lowest of the compared OMol25 structures with the same formula, charge and spin	1.4290	eV
multiplicity	1
molecular weight	108.21	g/mol
orbital gap	9.63	eV

Geometry (Å):
C (-0.171, 0.027, 1.611)
C (1.113, -0.002, 0.765)
S (2.792, 0.228, 1.360)
H (-0.915, 0.407, 0.948)
H (-0.064, 0.890, 2.313)
H (-0.410, -0.865, 2.171)
H (1.179, -0.861, 0.056)
H (1.025, 0.922, 0.054)
H (2.787, -1.106, 1.642)
N (-1.941, 0.382, -2.843)
C (-2.501, 0.194, -1.498)
N (-1.893, -0.856, -0.607)
H (-1.214, -0.369, -3.038)
H (-1.623, 1.271, -3.242)
H (-2.346, 1.136, -0.990)
H (-3.561, -0.134, -1.601)
H (-0.952, -1.168, -0.549)
H (-2.391, -1.765, -0.641)

Atomic partial charges in e from the Löwdin method, atoms 1 to 5:
1 C -0.1693
2 C -0.7044
3 S 0.6626
4 H 0.0185
5 H 0.0802

***

Here is Br3Hg as an isolated structure from the OMol25 dataset. Energies are from ωB97M-V/def2-TZVPD.

lowest unoccupied orbital energy	1.28	eV
charge	-1
highest occupied orbital energy	-6.11	eV
energy above the lowest of the compared OMol25 structures with the same formula, charge and spin	0.0000	eV
multiplicity	1
molecular weight	440.30	g/mol
orbital gap	7.39	eV

Geometry (Å):
Hg (19.517, 1.315, -15.088)
Br (21.878, 0.257, -13.727)
Br (17.253, 0.816, -13.412)
Br (19.164, 3.007, -17.396)

The Löwdin scheme yields these atomic charges, measured in e:
1 Hg 0.4002
2 Br -0.4800
3 Br -0.4620
4 Br -0.4583

***

Repeat the fourth record exactly.
Here is Br3Hg as an isolated structure from the OMol25 dataset. Energies are from ωB97M-V/def2-TZVPD.

lowest unoccupied orbital energy	1.28	eV
charge	-1
highest occupied orbital energy	-6.11	eV
energy above the lowest of the compared OMol25 structures with the same formula, charge and spin	0.0000	eV
multiplicity	1
molecular weight	440.30	g/mol
orbital gap	7.39	eV

Geometry (Å):
Hg (19.517, 1.315, -15.088)
Br (21.878, 0.257, -13.727)
Br (17.253, 0.816, -13.412)
Br (19.164, 3.007, -17.396)

The Löwdin scheme yields these atomic charges, measured in e:
1 Hg 0.4002
2 Br -0.4800
3 Br -0.4620
4 Br -0.4583

***

Please write out number 2 again, unchanged.
Here is a 2-piece molecular cluster, C5H14 overall from the OMol25 dataset. Energies are from ωB97M-V/def2-TZVPD.

lowest unoccupied orbital energy	1.11	eV
charge	0
highest occupied orbital energy	-11.43	eV
energy above the lowest of the compared OMol25 structures with the same formula, charge and spin	0.2320	eV
multiplicity	1
molecular weight	74.17	g/mol
orbital gap	12.54	eV

Geometry (Å):
C (-1.975, -1.138, 1.767)
C (-1.083, -0.898, 0.525)
C (-0.940, -2.148, -0.357)
H (-2.948, -0.666, 1.631)
H (-1.545, -0.720, 2.681)
H (-2.165, -2.192, 1.958)
H (-1.610, -0.148, -0.070)
H (-0.111, -0.494, 0.783)
H (-1.801, -2.220, -1.013)
H (-0.023, -2.102, -0.961)
H (-0.813, -3.052, 0.238)
C (1.148, 1.789, -1.061)
C (2.597, 2.124, -0.722)
H (0.509, 1.783, -0.174)
H (0.738, 2.558, -1.724)
H (1.095, 0.844, -1.597)
H (2.676, 3.096, -0.219)
H (3.046, 1.389, -0.059)
H (3.202, 2.194, -1.624)

Atomic partial charges in e from the Löwdin method, atoms 1 to 5:
1 C -0.1170
2 C -0.3124
3 C -0.1232
4 H 0.0620
5 H 0.0639

***

Question: What is the molecular weight in the first record?
Answer: 85.05 g/mol

***

Question: Which value of molecular weight does entry 2 give?
Answer: 74.17 g/mol